# 1
ORCA calculation (ωB97M-V with the def2-TZVPD basis set) on a 2-piece molecular cluster, C3H10N2O2 overall in a non-equilibrium geometry.

Element x y z (Å)
C1 0.8665 -0.5906 1.8016
N1 0.8264 0.3495 0.6641
C2 -0.4401 0.8705 0.1360
N2 -1.5306 0.9720 1.0058
O1 -0.4569 1.1595 -1.0278
C3 0.3650 -2.0419 1.4964
H1 0.4545 -0.0976 2.7373
H2 1.8678 -0.7934 2.0119
H3 1.2828 -0.0555 -0.2605
H4 -2.3592 1.4303 0.7746
H5 -1.6632 0.5549 1.9230
H6 -0.4240 -2.4171 2.1614
H7 1.2064 -2.8194 1.5443
H8 -0.1113 -2.2952 0.5376
H9 0.0287 0.4249 -2.9330
H10 -0.0373 -0.9505 -3.5744
O2 0.4489 -0.1169 -3.6242

Cartesian forces (eV/Å) of the 6 atoms listed first:
-1.6 -0.2 -0.5
-1.1 -0.7 -2.4
1.1 -1.6 2.3
1.5 -0.8 0.7
-0.7 0.8 -0.9
-0.1 -1.7 0.3

Properties
SMILES: CCNC(N)=O.O
total charge: 0
HOMO level: -9.8 eV
frontier orbital gap: 0.3837 Eh
relative energy (zero: lowest compared OMol25 entry of this formula, charge and spin): 111.83 kJ/mol
LUMO: 0.65 eV

Need the natural (NBO) charges? In units of e they are:
1. C -0.2367
2. N -0.6474
3. C 0.8067
4. N -0.8619
5. O -0.6561
6. C -0.6612
7. H 0.1999
8. H 0.2094
9. H 0.4006
10. H 0.3998
11. H 0.3975
12. H 0.2153
13. H 0.2136
14. H 0.2235
15. H 0.4934
16. H 0.4588
17. O -0.9553


# 2
ORCA calculation (ωB97M-V with the def2-TZVPD basis set) on C27H22N5NdO3S2 as an isolated structure in a non-equilibrium geometry.

Element x y z (Å)
Nd1 0.3218 -0.7382 -0.4033
O1 -0.7259 -2.4087 -1.6790
C1 -1.9678 -2.8151 -1.6415
C2 -2.8085 -2.7215 -2.7979
C3 -4.1089 -3.1897 -2.7766
C4 -4.6612 -3.7847 -1.6247
C5 -3.9092 -3.8786 -0.4729
C6 -2.5797 -3.3948 -0.4466
C7 -1.8558 -3.4187 0.7921
N1 -0.6904 -2.8944 0.9880
C8 -0.2282 -3.0526 2.4037
C9 -0.0120 -1.6883 2.9984
N2 0.9883 -0.9947 2.1618
C10 1.9261 -0.4118 2.8239
C11 3.1929 -0.0062 2.2855
C12 4.0235 0.8368 3.0558
C13 5.3147 1.0847 2.6298
C14 5.8104 0.4830 1.4499
C15 4.9997 -0.3085 0.6492
C16 3.6097 -0.5378 0.9656
O2 2.8021 -1.1578 0.1693
H1 -2.3808 -2.3007 -3.7080
H2 -4.7298 -3.1208 -3.6744
H3 -5.6858 -4.1533 -1.6530
H4 -4.3197 -4.3331 0.4263
H5 -2.4171 -3.8942 1.6071
H6 0.7315 -3.5987 2.4190
H7 -0.9794 -3.6274 2.9544
H8 0.3482 -1.7431 4.0357
H9 -0.9600 -1.1407 2.9875
H10 1.7685 -0.1157 3.8758
H11 3.6433 1.2639 3.9710
H12 5.9518 1.7511 3.2080
H13 6.8593 0.6372 1.1803
H14 5.3898 -0.8474 -0.2122
S1 -1.9483 0.4292 1.1166
C17 -2.2182 1.8247 0.2229
C18 -2.5377 3.0278 0.9113
C19 -2.8619 4.1918 0.2185
C20 -3.2006 5.3796 0.9491
N3 -3.4650 6.3492 1.5484
C21 -2.8335 4.2166 -1.2156
C22 -2.4786 3.0697 -1.9271
C23 -2.1767 1.8582 -1.2656
S2 -1.7882 0.4973 -2.1748
C24 -3.1696 5.3985 -1.9456
N4 -3.4354 6.3356 -2.5893
H15 -2.5866 3.0763 2.0019
H16 -2.4824 3.1247 -3.0147
N5 3.6686 0.2939 -2.4153
C25 2.3205 0.2238 -2.4954
O3 1.6764 -0.8358 -2.5921
C26 1.5987 1.6095 -2.3506
C27 1.3151 1.7727 -0.9381
H17 4.1834 -0.5695 -2.3165
H18 4.1295 1.1584 -2.1847
H19 0.7548 1.4571 -3.0314
H20 2.2703 2.4145 -2.6967
H21 0.4653 2.3000 -0.5163
H22 2.1384 1.6164 -0.2470

Cartesian forces (eV/Å) of the 6 atoms listed first:
0.0 -0.2 -0.3
-1.4 -0.4 0.0
0.4 -0.1 0.4
-0.1 -0.4 0.1
0.3 -0.1 0.1
-0.3 0.0 0.0

Properties
expectation value of S²: 3.755
total charge: -2
HOMO level (spin up / spin down): -0.9 / -0.9 eV
frontier orbital gap (spin up / spin down): 0.1961 / 0.1959 Eh
multiplicity: 4
LUMO (spin up / spin down): 4.47 / 4.47 eV

Need the natural (NBO) charges? In units of e they are:
1. Nd 1.7558
2. O -0.7799
3. C 0.4407
4. C -0.2785
5. C -0.1836
6. C -0.3177
7. C -0.1701
8. C -0.1797
9. C 0.1454
10. N -0.4781
11. C -0.2284
12. C -0.2529
13. N -0.4939
14. C 0.1505
15. C -0.1814
16. C -0.1781
17. C -0.3197
18. C -0.1956
19. C -0.3144
20. C 0.4287
21. O -0.7494
22. H 0.2216
23. H 0.1924
24. H 0.1886
25. H 0.1867
26. H 0.1371
27. H 0.1893
28. H 0.1670
29. H 0.1672
30. H 0.2273
31. H 0.1408
32. H 0.1973
33. H 0.1909
34. H 0.1924
35. H 0.1951
36. S -0.3589
37. C -0.1997
38. C -0.1834
39. C -0.1997
40. C 0.3183
41. N -0.4116
42. C -0.1930
43. C -0.1957
44. C -0.1718
45. S -0.3043
46. C 0.3205
47. N -0.4054
48. H 0.2164
49. H 0.2209
50. N -0.8160
51. C 0.7169
52. O -0.6754
53. C -0.5018
54. C -0.9731
55. H 0.3922
56. H 0.4002
57. H 0.2464
58. H 0.1410
59. H 0.2218
60. H 0.1821


# 3
ORCA calculation (ωB97M-V with the def2-TZVPD basis set) on C8H14BF13NbO2S as an isolated structure in a non-equilibrium geometry.

Element x y z (Å)
C1 4.1043 2.2516 -1.3835
C2 3.6984 1.7589 -0.0110
O1 4.2541 0.4632 0.1949
B1 3.3335 -0.4387 0.7608
O2 3.1194 -0.3303 2.1183
Nb1 2.1067 -1.9486 -0.5904
C3 0.3584 -1.5293 0.8583
C4 -0.7847 -2.5561 0.8547
C5 -1.8782 -2.4226 -0.1664
F1 -2.7820 -3.4323 0.0956
F2 -1.4809 -2.5979 -1.4467
C6 -2.7617 -1.1421 -0.0809
F3 -3.9532 -1.4232 -0.6571
F4 -3.0105 -0.8884 1.2208
C7 -2.2297 0.1440 -0.7951
F5 -2.9955 0.3986 -1.8823
F6 -0.9618 -0.0414 -1.2244
C8 -2.1891 1.4339 0.0950
F7 -1.6290 1.1872 1.2988
F8 -1.4091 2.3289 -0.5612
S1 -3.8537 2.3065 0.3468
F9 -3.0909 3.6230 0.7907
F10 -3.8389 2.7824 -1.1454
F11 -4.6529 1.0109 -0.0517
F12 -3.9249 1.8562 1.8669
F13 -5.2262 3.0623 0.5355
H1 4.1065 1.4073 -2.0562
H2 3.4317 3.0173 -1.7455
H3 5.1121 2.6488 -1.3437
H4 4.0586 2.4427 0.7554
H5 2.6142 1.7325 0.0677
H6 3.5972 0.4232 2.4798
H7 2.8833 -3.2159 0.4970
H8 1.3604 -3.3841 -1.4667
H9 1.6244 -0.6354 -1.7864
H10 3.6554 -2.0236 -1.5705
H11 0.8468 -1.6147 1.8249
H12 0.0131 -0.5021 0.8038
H13 -0.3571 -3.5365 0.6775
H14 -1.2684 -2.6162 1.8221

Cartesian forces (eV/Å) of the 6 atoms listed first:
0.2 -0.1 0.3
0.2 -0.1 -0.2
-0.3 0.2 0.2
0.7 -0.9 0.4
-0.3 0.1 0.1
-2.3 -0.4 -0.4

Properties
total charge: -1
HOMO level: -4.5 eV
frontier orbital gap: 0.2464 Eh
relative energy (zero: lowest compared OMol25 entry of this formula, charge and spin): 0.00 kJ/mol
LUMO: 2.22 eV

Need the natural (NBO) charges? In units of e they are:
1. C -0.6249
2. C -0.0648
3. O -0.7941
4. B 0.6763
5. O -0.9432
6. Nb 1.6035
7. C -0.9791
8. C -0.4795
9. C 0.6564
10. F -0.3448
11. F -0.3153
12. C 0.5760
13. F -0.3071
14. F -0.3154
15. C 0.5797
16. F -0.3021
17. F -0.2786
18. C 0.4649
19. F -0.2899
20. F -0.3007
21. S 2.3778
22. F -0.4585
23. F -0.4520
24. F -0.4582
25. F -0.4558
26. F -0.4504
27. H 0.2381
28. H 0.1971
29. H 0.1918
30. H 0.1493
31. H 0.1690
32. H 0.4604
33. H -0.3876
34. H -0.4454
35. H -0.4525
36. H -0.3508
37. H 0.2474
38. H 0.2062
39. H 0.2418
40. H 0.2150


# 4
ORCA calculation (ωB97M-V with the def2-TZVPD basis set) on a 2-piece molecular cluster, C9H14O overall in a non-equilibrium geometry.

Element x y z (Å)
C1 -1.8268 -1.4477 -1.4665
C2 -3.1448 -1.0634 -2.2590
H1 -1.6101 -0.4549 -1.0305
H2 -1.9324 -2.1651 -0.6607
H3 -1.1305 -1.7122 -2.2402
H4 -3.7295 -1.8538 -2.7846
H5 -2.9360 -0.2657 -2.9736
H6 -3.8091 -0.5928 -1.5270
C3 0.7711 -0.0709 3.2623
C4 1.4965 0.9661 -0.8456
C5 2.5255 0.5992 0.0255
C6 0.2756 1.1946 -0.2794
C7 2.3935 0.2465 1.3673
C8 0.0238 0.7347 1.0217
C9 1.0385 0.2032 1.7848
O1 1.7520 1.1249 -2.1988
H7 2.4722 1.8328 -2.3156
H8 3.4733 0.4824 -0.4694
H9 -0.5686 1.6643 -0.8145
H10 3.2918 0.1946 1.9469
H11 -0.9239 0.9143 1.5251
H12 -0.1757 -0.6057 3.3128
H13 0.7569 0.7886 3.8723
H14 1.5166 -0.7141 3.7467

Cartesian forces (eV/Å) of the 6 atoms listed first:
-1.8 1.8 -1.1
-0.3 -0.4 0.9
0.7 -0.8 -0.1
-0.1 -0.3 -0.2
0.9 -0.3 0.2
0.7 0.3 0.5

Properties
SMILES: Cc1ccc(O)cc1.CC
total charge: 0
HOMO level: -8.8 eV
frontier orbital gap: 0.3512 Eh
relative energy (zero: lowest compared OMol25 entry of this formula, charge and spin): 115.03 kJ/mol
LUMO: 0.78 eV

Need the natural (NBO) charges? In units of e they are:
1. C -0.6062
2. C -0.6065
3. H 0.2060
4. H 0.2062
5. H 0.2069
6. H 0.2003
7. H 0.2004
8. H 0.1927
9. C -0.6291
10. C 0.2656
11. C -0.2466
12. C -0.2419
13. C -0.2107
14. C -0.2173
15. C -0.0143
16. O -0.6929
17. H 0.4831
18. H 0.2034
19. H 0.2216
20. H 0.2229
21. H 0.2161
22. H 0.2126
23. H 0.2155
24. H 0.2123